one.
Entry from OMol25: C6H12 as an isolated structure (the ωB97M-V functional and the def2-TZVPD basis).

Each line ends with the Löwdin charge.
CARTESIAN COORDINATES (ANGSTROEM)
C: 2.08 -0.92 -0.49  -0.12
C: 1.07 -0.31 0.45  -0.28
C: -0.03 0.30 -0.38  -0.22
C: -0.79 1.68 0.40  -0.12
C: -1.67 -0.09 0.37  -0.11
C: -1.06 -0.64 -0.85  -0.22
H: 1.61 -1.73 -1.06  0.07
H: 2.96 -1.31 0.02  0.07
H: 2.41 -0.18 -1.22  0.08
H: 0.72 -1.10 1.13  0.11
H: 1.60 0.42 1.07  0.11
H: -1.24 1.89 1.39  0.07
H: -1.32 2.31 -0.30  0.08
H: 0.21 2.08 0.51  0.06
H: -1.59 -0.67 1.28  0.10
H: -2.64 0.40 0.27  0.10
H: -1.57 -0.41 -1.79  0.11
H: -0.80 -1.70 -0.77  0.11

Properties
Kohn-Sham gap   8.32 eV
2S+1   1
LUMO energy   1.16 eV
HOMO   -7.15 eV

=====

two.
Entry from OMol25: one molecule with the formula C6H12 (the ωB97M-V functional and the def2-TZVPD basis).

Each line ends with the Löwdin charge.
CARTESIAN COORDINATES (ANGSTROEM)
C: 0.99 0.86 1.10  -0.06
C: 0.34 0.12 -0.07  -0.50
C: 1.29 0.16 -1.29  -0.06
C: -0.34 -1.29 0.27  -0.17
C: -1.68 -0.63 0.38  -0.20
C: -1.12 0.63 -0.39  -0.10
H: 1.22 1.90 0.85  0.08
H: 0.34 0.85 1.97  0.08
H: 1.94 0.38 1.37  0.08
H: 1.52 1.19 -1.59  0.08
H: 0.86 -0.34 -2.17  0.08
H: 2.26 -0.32 -1.07  0.08
H: -0.26 -1.90 -0.63  0.10
H: -0.44 -2.06 1.07  0.11
H: -1.93 -0.31 1.40  0.10
H: -2.33 -1.53 0.25  0.11
H: -1.36 1.62 0.02  0.11
H: -1.31 0.68 -1.47  0.10

Properties
Kohn-Sham gap   10.82 eV
SMILES string   CC1(C)CCC1
2S+1   1
LUMO energy   1.02 eV
HOMO   -9.80 eV

=====

three.
Entry from OMol25: one molecule with the formula C6H12 (the ωB97M-V functional and the def2-TZVPD basis).

Each line ends with the Löwdin charge.
CARTESIAN COORDINATES (ANGSTROEM)
C: -2.58 -1.35 -0.23  0.00
C: -1.51 -0.59 -0.06  -0.20
C: -0.24 -0.75 -0.81  -0.23
C: 1.00 -0.64 0.11  -0.21
C: 1.12 0.65 0.96  -0.26
C: 1.15 1.88 0.06  -0.12
H: -2.54 -2.13 -1.00  0.05
H: -3.58 -1.26 0.18  0.05
H: -1.50 0.18 0.71  0.10
H: -0.16 -1.74 -1.27  0.11
H: -0.24 0.00 -1.61  0.11
H: 0.91 -1.55 0.72  0.11
H: 1.95 -0.70 -0.43  0.10
H: 2.15 0.52 1.32  0.10
H: 0.48 0.79 1.82  0.09
H: 1.19 2.80 0.65  0.07
H: 0.30 1.98 -0.62  0.06
H: 2.09 1.90 -0.50  0.07

Properties
Kohn-Sham gap   10.76 eV
SMILES string   C=CCCCC
2S+1   1
LUMO energy   1.20 eV
HOMO   -9.55 eV

=====

Last place for stability: one